# 1
{"formula": "C6H14O2", "method": "ωB97M-V with the def2-TZVPD basis set", "elements": ["C", "C", "C", "O", "C", "C", "C", "O", "H", "H", "H", "H", "H", "H", "H", "H", "H", "H", "H", "H", "H", "H"], "positions_angstrom": [[1.114712, 2.157494, 0.163732], [0.341309, 1.022445, 0.915001], [-0.733503, 1.607632, 1.850315], [-0.470438, 0.295762, 0.042481], [0.415132, -0.551424, -0.708272], [0.131126, -0.538959, -2.208707], [0.288887, -1.959686, -0.031015], [-1.109593, -2.231830, -0.012146], [1.858859, 1.833836, -0.551464], [0.361092, 2.739101, -0.317679], [1.595146, 2.788855, 0.977392], [1.106344, 0.403320, 1.467326], [-1.281171, 0.747333, 2.370197], [-0.364584, 2.417482, 2.593949], [-1.600130, 1.972592, 1.207120], [1.434682, -0.179682, -0.510654], [0.143754, 0.477799, -2.658781], [-0.900960, -0.872026, -2.392231], [0.842148, -1.182429, -2.803381], [0.788636, -1.988602, 0.957848], [0.785683, -2.690503, -0.765658], [-1.475236, -1.403543, 0.297016]], "forces_ev_per_a": [[-0.0855, -0.0372, 2.3349], [-0.0243, 1.9001, 1.1300], [-1.0270, 0.1952, 0.9853], [1.0649, -0.8779, -1.3114], [0.8936, -0.8967, 0.3222], [-0.3542, 0.0461, -0.6381], [0.2265, 0.0005, -2.5350], [0.8415, -0.7840, 0.3397], [0.1382, -0.1601, -0.0264], [-0.3954, 0.6315, -0.5294], [-0.3578, -0.6259, -1.1392], [-0.9495, 0.2057, -0.3775], [1.1705, 1.1055, -0.1647], [-0.7194, -1.4715, -1.2564], [1.3951, 0.1913, 0.6461], [-0.2277, -0.3327, -0.4442], [0.3384, -0.4480, 0.5670], [0.3338, -0.2627, 0.0714], [-0.7067, 0.5751, 0.8199], [-0.3967, -0.0283, -0.3864], [-0.6681, 0.7098, 1.3824], [-0.4904, 0.3643, 0.2098]], "e_tot_ev": -10542.9122, "de_lowest_kcal_mol": 39.30}

# 2
{"formula": "C6H14O2", "method": "ωB97M-V with the def2-TZVPD basis set", "elements": ["C", "C", "O", "O", "H", "H", "H", "H", "H", "H", "C", "C", "C", "C", "H", "H", "H", "H", "H", "H", "H", "H"], "positions_angstrom": [[1.414688, -0.779320, 0.310459], [2.113935, 0.442792, 0.198623], [1.378047, -1.339927, 1.593936], [1.504344, -1.736191, -0.717882], [2.397016, -2.105279, -0.701686], [0.660525, -1.985306, 1.615440], [0.170656, -0.391340, 0.085383], [2.498508, 0.883520, 1.109799], [2.701460, 0.602055, -0.697053], [0.987475, 1.312876, -0.061295], [-1.437749, -0.254210, -1.458881], [-1.775303, 0.078932, 1.060337], [-0.945423, 0.385860, -0.173882], [-0.289163, 1.648724, -0.253051], [-1.587960, -1.329208, -1.340960], [-2.393998, 0.187332, -1.760017], [-1.285122, 0.435948, 1.968043], [-1.954164, -0.994127, 1.168419], [-2.754195, 0.565392, 0.993109], [-0.725318, -0.105054, -2.271621], [-0.447246, 2.351499, 0.561282], [-0.231010, 2.125033, -1.228502]], "forces_ev_per_a": [[0.1649, 0.0599, 0.0090], [-0.2241, -0.1450, -0.0145], [-0.0768, 0.0485, -0.2225], [0.0010, 0.1099, 0.1996], [-0.0601, 0.0547, 0.0039], [0.0527, 0.0373, -0.0174], [-0.0664, 0.0417, -0.0305], [-0.0176, -0.0139, -0.0096], [-0.0250, -0.0082, 0.0082], [0.0702, -0.1116, 0.0303], [0.0058, 0.0234, 0.0441], [0.0129, 0.0145, -0.0448], [0.1668, 0.1255, 0.0227], [-0.1199, -0.2082, 0.0109], [0.0067, 0.0336, 0.0130], [0.0478, -0.0188, 0.0229], [-0.0009, 0.0021, -0.0393], [0.0133, 0.0312, -0.0190], [0.0508, -0.0198, -0.0084], [-0.0111, 0.0129, 0.0324], [0.0039, -0.0356, -0.0032], [0.0049, -0.0341, 0.0122]], "e_tot_ev": -10540.9209, "de_lowest_kcal_mol": 85.22}

# 3
{"formula": "C6H14O2", "method": "ωB97M-V with the def2-TZVPD basis set", "elements": ["C", "C", "C", "C", "C", "C", "H", "H", "H", "H", "H", "H", "H", "H", "H", "H", "O", "H", "H", "O", "H", "H"], "positions_angstrom": [[-0.799624, -0.579865, 3.344052], [-0.558117, -0.948222, 2.078451], [-1.039574, -0.313885, 0.850618], [-0.302084, -0.001828, -0.203524], [-0.587729, 0.819893, -1.386789], [0.173034, 0.325407, -2.619413], [-0.190851, -0.955979, 4.139776], [-1.568642, 0.125660, 3.655199], [0.060315, -1.872078, 1.909889], [-2.117065, -0.086860, 0.962183], [0.699535, -0.468958, -0.136293], [-1.681035, 0.862481, -1.345889], [-0.223677, 1.831876, -1.120153], [0.198688, 0.957895, -3.526226], [-0.308854, -0.614940, -2.985607], [1.178506, -0.018493, -2.438143], [0.763063, 3.622513, 2.245661], [0.849588, 3.466444, 1.305430], [0.206373, 4.363041, 2.486513], [1.616653, -3.142152, -3.297365], [1.490089, -3.702643, -4.074122], [1.061395, -3.539804, -2.620691]], "forces_ev_per_a": [[-0.3096, 0.1039, -0.7858], [1.0527, -1.4137, 0.2778], [-2.1722, 0.3463, 0.6399], [1.7190, -1.7199, 1.0906], [0.3668, 0.8575, 0.5517], [-1.5490, -1.3089, -1.4157], [-0.0405, -0.6286, 0.3311], [0.3327, 0.2853, -0.3984], [0.0311, 1.2271, 0.3009], [0.4869, 0.5356, -0.5431], [-0.1475, 0.5855, -0.1847], [0.0145, 0.2567, -1.1933], [-0.2384, -0.1911, -0.2476], [-0.1585, 0.1758, 0.7678], [0.1668, 0.5589, 0.2458], [0.4582, 0.3173, 0.5437], [0.5367, -0.6355, 0.8191], [-0.4337, 0.5180, -0.1149], [-0.1079, 0.1093, -0.6952], [-0.0416, -0.1291, -0.2033], [0.0504, 0.1418, 0.1612], [-0.0169, 0.0075, 0.0523]], "e_tot_ev": -10541.9811, "de_lowest_kcal_mol": 60.78}

# 4
{"formula": "C6H14O2P", "method": "ωB97M-V with the def2-TZVPD basis set", "elements": ["C", "C", "P", "O", "O", "C", "C", "C", "C", "H", "H", "H", "H", "H", "H", "H", "H", "H", "H", "H", "H", "H", "H"], "positions_angstrom": [[3.085684, 1.131431, 0.124546], [2.597128, -0.109297, -0.580555], [1.118105, -0.703640, 0.103147], [1.196464, -0.838742, 1.557087], [0.856689, -2.106761, -0.794529], [-0.646150, -0.026806, -0.331130], [-0.730033, 1.367790, 0.340980], [-1.583406, -0.932700, 0.419606], [-3.043636, -0.576471, -0.019437], [2.835980, 2.059234, -0.427271], [4.137215, 1.234308, 0.039773], [2.837043, 1.260942, 1.207648], [2.616753, -0.135433, -1.756722], [1.703115, -2.342479, -1.109560], [-0.926290, -0.107753, -1.330209], [-0.233064, 1.465734, 1.210567], [-0.367722, 2.067534, -0.267711], [-1.875282, 1.715829, 0.552196], [-1.503488, -2.040111, 0.190756], [-1.589475, -0.840327, 1.428635], [-3.525281, 0.165258, 0.512514], [-3.146318, -0.220916, -1.130599], [-3.814042, -1.486624, 0.060258]], "forces_ev_per_a": [[-0.0566, 1.0850, -0.5090], [-1.5260, -0.5262, -1.3654], [0.3464, -0.3143, -3.4708], [-0.6318, -0.1928, 1.8936], [-1.5222, 0.8544, 1.0450], [2.0774, -0.1122, 4.1309], [-5.6188, -1.8900, -1.2856], [-2.7447, -1.8296, -3.5879], [-1.2644, -2.8763, -2.7814], [-0.6882, 0.1369, 0.3776], [1.6151, -0.3338, 0.3508], [-0.0938, -0.4273, -0.9565], [-0.0261, 0.4104, 2.2022], [1.7324, -0.5002, -0.4921], [0.0639, 0.4051, -1.9074], [1.6875, -0.3000, 3.1506], [1.5306, 2.9888, -2.6659], [2.4435, -0.8683, -0.4512], [0.5195, 1.2965, 0.1101], [0.6406, 0.3978, 3.1457], [-0.6880, 1.7915, 1.4374], [0.4723, -0.7867, 1.7720], [1.7312, 1.5914, -0.1427]], "charge": -1, "e_tot_ev": -19832.9191, "de_lowest_kcal_mol": 17.88}

# 5
{"formula": "C6H14O2S2", "method": "ωB97M-V with the def2-TZVPD basis set", "elements": ["C", "C", "C", "O", "S", "S", "O", "C", "C", "C", "H", "H", "H", "H", "H", "H", "H", "H", "H", "H", "H", "H", "H", "H"], "positions_angstrom": [[-3.653928, -1.054083, 0.231378], [-2.401278, -0.092784, 0.186521], [-2.464564, 1.369422, -0.140166], [-1.480129, -0.562755, -0.843027], [-0.441182, -2.086649, -0.761776], [1.044290, -1.958740, 0.751347], [2.163975, -1.443676, -0.149147], [2.312075, 0.062125, -0.274592], [3.443386, 0.193903, -1.160894], [2.527685, 0.554410, 1.083505], [-3.087274, -1.983000, 0.184740], [-4.296306, -0.874546, -0.661502], [-4.137160, -1.192043, 1.439983], [-1.930650, -0.301803, 1.027560], [-1.563143, 1.893076, -0.161594], [-2.979909, 1.872144, 0.696749], [-3.072641, 1.922203, -0.990672], [1.412289, 0.672263, -0.580932], [3.027660, -0.040427, -2.328104], [4.263171, -0.422750, -0.823023], [3.753548, 1.305337, -1.216041], [1.959210, 0.025396, 1.885669], [3.650658, 0.454637, 1.394317], [1.950223, 1.688341, 1.209708]], "forces_ev_per_a": [[0.4870, 0.5225, 2.5620], [-1.8009, -1.0195, -4.4337], [-3.6791, 2.4599, 0.2615], [1.7419, -1.8280, -0.7298], [-1.5086, 1.8257, 1.7026], [-4.3718, -1.4625, -0.1337], [2.6573, 2.4924, -1.9642], [-1.9200, -0.5412, 0.9102], [-0.1527, 2.1769, -4.7264], [0.2725, 3.0911, 3.5049], [-0.5909, -0.4523, -0.4846], [-0.0186, -0.4228, 1.1644], [0.9007, 1.0448, -3.9379], [2.2225, -0.0552, 4.3668], [1.9947, 0.1400, -0.0794], [0.0355, -0.2696, 0.2108], [0.9711, -2.3250, 0.9462], [0.3249, -1.7780, -0.6051], [1.6082, 0.2506, 3.2121], [0.2686, -0.1644, -0.3092], [-0.2803, -1.7403, 0.1777], [0.3278, 0.0703, -0.8566], [-1.9777, 0.8220, -0.4117], [2.4878, -2.8376, -0.3467]], "e_tot_ev": -32209.5457, "de_lowest_kcal_mol": 104.22}

# 6
{"formula": "C6H14O3ScSe3Te", "method": "ωB97M-V with the def2-TZVPD basis set", "elements": ["Sc", "C", "O", "C", "C", "O", "C", "C", "O", "C", "H", "H", "H", "H", "H", "H", "H", "H", "H", "H", "H", "H", "H", "H", "Se", "Se", "Te", "Se"], "positions_angstrom": [[0.115045, -1.417617, -0.370850], [-2.501329, -0.296113, 1.345025], [-1.060872, -0.473396, 1.325837], [-0.430145, 0.471799, 2.203750], [1.027990, 0.117955, 2.241111], [1.473897, -0.177872, 0.907448], [2.038960, 0.889506, 0.108192], [0.957707, 1.556654, -0.706659], [0.178896, 0.514152, -1.317923], [-0.429804, 0.787753, -2.614611], [-2.834159, -0.306231, 2.381389], [-2.749776, 0.656002, 0.876021], [-2.945351, -1.122330, 0.805906], [-0.617110, 1.481028, 1.828478], [-0.868569, 0.387976, 3.200396], [1.629308, 0.919711, 2.670466], [1.205151, -0.791672, 2.813095], [2.544557, 1.602500, 0.760019], [2.760234, 0.395162, -0.537547], [0.294004, 2.188681, -0.114396], [1.417118, 2.172496, -1.482196], [-0.307498, 1.845681, -2.833080], [0.063550, 0.168485, -3.356001], [-1.483604, 0.530591, -2.549274], [2.304748, -2.435047, -1.198515], [0.951442, -2.623860, -3.113564], [-0.720341, -4.329941, -2.347865], [-2.014049, -2.712051, -0.924651]], "forces_ev_per_a": [[0.2159, -0.2378, -0.6755], [0.2252, 0.0162, 0.1092], [-0.1609, 0.0326, 0.1169], [-0.2087, -0.0592, 0.0075], [0.2714, 0.0676, -0.1045], [0.0563, 0.0989, -0.0181], [-0.0543, -0.0934, 0.3192], [0.0066, 0.1311, -0.2845], [-0.1291, -0.1914, -0.0708], [0.0608, 0.2106, 0.2153], [-0.0661, -0.0136, -0.0104], [-0.0379, -0.0010, -0.0113], [-0.0535, -0.0070, -0.0054], [0.0390, 0.0185, 0.0041], [0.0154, 0.0121, 0.0065], [-0.0153, -0.0023, 0.0119], [-0.0616, -0.0107, 0.0253], [0.0068, 0.0156, -0.0302], [0.0168, 0.0320, -0.0485], [0.0015, -0.0101, 0.0359], [0.0150, -0.0266, 0.0122], [-0.0582, -0.0089, -0.0702], [0.0262, 0.0544, -0.0614], [-0.0138, -0.0086, -0.0131], [0.1756, -0.0891, 0.1744], [-0.0642, 0.1521, 0.3836], [-0.0721, -0.0685, -0.1372], [-0.1368, -0.0137, 0.1195]], "charge": 1, "e_tot_ev": -236620.8731, "de_lowest_kcal_mol": 21.25}